--- w ---
{"formula": "C5H11N2", "method": "ωB97M-V/def2-TZVPD", "smiles": "C=N/C=C\\CC[NH3+]", "lumo_ev": -3.47, "total_charge": 1, "homo_lumo_gap_ev": 9.8, "e_homo_ev": -13.22, "elements": ["C", "N", "C", "C", "C", "C", "N", "H", "H", "H", "H", "H", "H", "H", "H", "H", "H", "H"], "xyz": [[1.9622, -0.5128, -1.7842], [0.9189, -0.6483, -1.0807], [-0.3170, -0.1498, -1.5297], [-1.1651, 0.6060, -0.8547], [-0.9184, 1.1444, 0.5354], [-0.8718, 0.0218, 1.5767], [0.4779, -0.6593, 1.5058], [2.0469, 0.1595, -2.6400], [2.8118, -1.1731, -1.6550], [-0.6141, -0.3899, -2.5418], [-2.0872, 0.8518, -1.3617], [-1.8281, 1.6642, 0.8403], [-0.1410, 1.9039, 0.5320], [-1.0320, 0.4480, 2.5627], [-1.6091, -0.7071, 1.2932], [1.2347, -0.1321, 1.9452], [0.6730, -0.9660, 0.5204], [0.4582, -1.4612, 2.1360]], "mulliken_charge": [-0.36, -0.45, -0.28, -0.39, -0.67, -0.65, -0.22, 0.30, 0.27, 0.45, 0.38, 0.33, 0.35, 0.40, 0.38, 0.35, 0.43, 0.38]}

--- x ---
{"formula": "C5H11N2", "method": "ωB97M-V/def2-TZVPD", "smiles": "C=CC(N)([NH3+])C=C", "lumo_ev": -3.47, "total_charge": 1, "homo_lumo_gap_ev": 10.4, "e_homo_ev": -13.83, "elements": ["C", "C", "C", "N", "N", "C", "C", "H", "H", "H", "H", "H", "H", "H", "H", "H", "H", "H"], "xyz": [[-2.5502, 0.4628, -0.5153], [-1.6021, 0.1464, 0.4025], [0.1726, 0.1586, -0.1054], [0.4690, 0.6931, -1.2883], [0.7978, 0.9481, 1.0414], [0.6521, -1.2469, 0.0085], [1.9484, -1.6936, -0.0387], [-3.5502, 0.3547, -0.1031], [-2.3952, 0.8230, -1.5440], [-1.8261, -0.0459, 1.4499], [0.0621, 1.6385, -1.5636], [0.3777, -0.0079, -2.0029], [0.1908, 1.6649, 1.6325], [1.5157, 1.6243, 0.5988], [1.1001, 0.1797, 1.6669], [-0.1587, -1.9386, 0.3865], [1.9470, -2.7375, 0.2786], [2.8493, -1.0237, -0.3042]], "mulliken_charge": [-0.83, -0.32, 0.93, -0.57, -0.37, -0.74, -0.74, 0.29, 0.25, 0.39, 0.27, 0.29, 0.38, 0.40, 0.42, 0.35, 0.33, 0.28]}

--- y ---
{"formula": "C5H11N2", "method": "ωB97M-V/def2-TZVPD", "smiles": "CC[N+]1(NC)C=C1", "lumo_ev": -3.73, "total_charge": 1, "homo_lumo_gap_ev": 10.4, "e_homo_ev": -14.13, "elements": ["C", "C", "N", "N", "C", "C", "C", "H", "H", "H", "H", "H", "H", "H", "H", "H", "H", "H"], "xyz": [[-1.2015, 2.0486, -0.2349], [-1.2325, 0.5191, -0.0543], [0.3183, -0.0332, -0.2022], [1.0426, -0.3622, 0.9760], [1.0078, -1.7818, 1.2430], [0.4847, -0.8750, -1.4297], [1.1197, 0.2312, -1.4146], [-0.6981, 2.6099, 0.6432], [-0.5701, 2.1999, -1.0414], [-2.1440, 2.6283, -0.4285], [-1.6777, -0.2996, -0.7670], [-1.6380, 0.2577, 0.8550], [0.6887, 0.2495, 1.7478], [0.9577, -2.3210, 0.2085], [1.9048, -2.1405, 1.7278], [0.1428, -2.1645, 1.7854], [-0.0559, -1.8096, -1.6341], [1.5505, 1.0432, -1.9801]], "mulliken_charge": [-1.00, -0.28, 0.49, -0.56, -0.65, -0.38, -0.23, 0.30, 0.30, 0.36, 0.27, 0.38, 0.27, 0.24, 0.30, 0.29, 0.53, 0.38]}

Stability, highest: w

--- w ---
{"formula": "C5H11N2", "method": "ωB97M-V/def2-TZVPD", "lumo_ev": -4.81, "total_charge": 1, "homo_lumo_gap_ev": 8.8, "e_homo_ev": -13.60, "elements": ["C", "C", "C", "C", "C", "N", "N", "H", "H", "H", "H", "H", "H", "H", "H", "H", "H", "H"], "xyz": [[2.9007, -0.3577, -0.3771], [2.2354, 0.8907, -0.1663], [2.8629, -1.3745, 0.4693], [0.9074, 1.3520, 0.0209], [-0.2810, 0.5831, 0.1588], [-1.5217, 0.9464, 0.2669], [-3.6587, -0.8706, -0.2031], [3.4054, -0.2489, -1.2508], [2.9908, 1.7958, -0.2436], [3.3788, -2.3866, 0.2296], [2.2755, -1.3378, 1.4649], [0.6775, 2.5036, 0.0290], [-0.3138, -0.5406, 0.0343], [-2.2195, 0.1279, 0.0637], [-1.7495, 1.9390, 0.3573], [-4.3125, -0.2916, 0.2875], [-3.7062, -1.8595, 0.0518], [-3.8716, -0.8706, -1.1928]], "mulliken_charge": [-0.33, -0.21, -0.54, -0.37, 0.41, -0.25, -0.91, 0.40, 0.30, 0.26, 0.27, 0.18, 0.35, 0.42, 0.25, 0.26, 0.26, 0.27]}

--- x ---
{"formula": "C5H11N2", "method": "ωB97M-V/def2-TZVPD", "smiles": "[H]/N=C1/[C@H](C)C[C@@H]1[NH3+]", "lumo_ev": -4.04, "total_charge": 1, "homo_lumo_gap_ev": 9.7, "e_homo_ev": -13.73, "elements": ["H", "N", "C", "C", "C", "C", "C", "N", "H", "H", "H", "H", "H", "H", "H", "H", "H", "H"], "xyz": [[-0.5183, -2.6783, -1.3814], [-0.6946, -1.6346, -1.6335], [-0.7338, -0.8117, -0.7280], [-0.9863, 0.7343, -0.6704], [0.2367, 1.4066, -1.3350], [-0.7607, 0.5972, 0.8365], [-0.3329, -0.8382, 0.7657], [1.1897, -1.1536, 1.0393], [-1.9373, 1.0049, -1.0288], [1.0987, 0.7351, -1.2825], [0.4979, 2.3130, -0.8937], [0.0307, 1.4185, -2.3187], [-0.0098, 1.4068, 1.2726], [-1.6066, 0.7374, 1.4279], [-0.9699, -1.3727, 1.4375], [1.6506, -0.5625, 0.3549], [1.3529, -2.2011, 1.1547], [1.5133, -0.5430, 1.9564]], "mulliken_charge": [0.27, -0.59, 0.13, 0.25, -1.48, -0.80, -0.34, -0.28, 0.52, 0.34, 0.40, 0.42, 0.27, 0.29, 0.42, 0.35, 0.38, 0.43]}

Stability, highest: w

--- w ---
{"formula": "C3H7OP", "method": "ωB97M-V/def2-TZVPD", "smiles": "C=C[C@H](O)P", "lumo_ev": 0.95, "total_charge": 0, "homo_lumo_gap_ev": 10.2, "e_homo_ev": -9.23, "elements": ["C", "C", "C", "O", "P", "H", "H", "H", "H", "H", "H", "H"], "xyz": [[-0.2177, 0.2645, -1.8651], [-0.2899, 0.9007, -0.7154], [-0.1762, 0.2910, 0.6782], [1.1643, 0.3678, 1.1060], [-0.8745, -1.4460, 1.1446], [-0.2286, 0.6503, -2.9241], [-0.1426, -0.8209, -1.7138], [-0.2374, 1.9184, -0.5814], [-0.6348, 0.9547, 1.4741], [1.6966, 0.0546, 0.3715], [-0.4493, -1.2783, 2.4262], [0.3901, -1.8568, 0.5991]], "mulliken_charge": [-0.46, -0.28, -0.24, -0.51, -0.01, 0.27, 0.19, 0.32, 0.27, 0.38, 0.04, 0.03]}

--- x ---
{"formula": "C3H7OP", "method": "ωB97M-V/def2-TZVPD", "smiles": "C=C[P@H](C)=O", "lumo_ev": -0.01, "total_charge": 0, "homo_lumo_gap_ev": 8.7, "e_homo_ev": -8.72, "elements": ["C", "C", "P", "C", "O", "H", "H", "H", "H", "H", "H", "H"], "xyz": [[-1.2213, 1.8459, -0.1404], [-0.5262, 0.8509, 0.4623], [0.7286, -0.0980, -0.4078], [0.6370, -1.7256, 0.1601], [2.6459, 0.7259, 0.1131], [-2.0001, 2.2875, 0.4178], [-1.2938, 2.1505, -1.2804], [-0.7314, 0.5343, 1.5104], [0.3324, -0.4296, -1.6284], [-0.4989, -2.0151, 0.1886], [1.0865, -2.3606, -0.6578], [0.8414, -1.7660, 1.2625]], "mulliken_charge": [-0.58, -0.09, 0.41, -0.87, -0.64, 0.27, 0.21, 0.28, 0.07, 0.32, 0.31, 0.29]}

Stability, highest: w

--- w ---
{"formula": "C3H7OP", "method": "ωB97M-V/def2-TZVPD", "smiles": "CP1(=O)CC1", "lumo_ev": 0.86, "total_charge": 0, "homo_lumo_gap_ev": 10.3, "e_homo_ev": -9.48, "elements": ["C", "P", "O", "C", "C", "H", "H", "H", "H", "H", "H", "H"], "xyz": [[-0.3127, 1.7927, 0.0651], [-1.1008, 0.0181, 0.0182], [-2.5285, 0.1514, -0.1716], [-0.0793, -1.2124, 0.7402], [-0.2215, -1.3515, -0.8596], [-1.0763, 2.1583, 0.7753], [0.6924, 2.0701, 0.3642], [-0.3010, 1.9963, -0.9775], [-0.2965, -2.0449, 1.3413], [0.8947, -0.7785, 0.9923], [0.5967, -1.3308, -1.4942], [-0.9008, -2.0594, -1.1934]], "mulliken_charge": [-0.90, 0.59, -0.68, -0.56, -0.66, 0.26, 0.38, 0.30, 0.36, 0.26, 0.32, 0.31]}

--- x ---
{"formula": "C3H7OP", "method": "ωB97M-V/def2-TZVPD", "smiles": "C=CCPO", "lumo_ev": 0.87, "total_charge": 0, "homo_lumo_gap_ev": 10.2, "e_homo_ev": -9.34, "elements": ["C", "C", "C", "P", "O", "H", "H", "H", "H", "H", "H", "H"], "xyz": [[-0.0028, 0.5809, -2.0552], [0.8416, 0.4169, -1.0763], [0.4319, 0.0274, 0.3177], [-1.1321, -0.6687, 0.8857], [-0.5449, -0.9106, 2.4050], [0.2809, 0.8016, -3.1462], [-1.0377, 0.2468, -1.9151], [1.8534, 0.7480, -1.1303], [0.9476, -0.9213, 0.3807], [0.9429, 0.6446, 1.1117], [-1.6059, 0.5863, 1.2858], [-0.9750, -1.5519, 2.9367]], "mulliken_charge": [-0.64, -0.16, -0.47, 0.07, -0.47, 0.23, 0.19, 0.31, 0.28, 0.36, -0.01, 0.31]}

Stability, highest: w

--- w ---
{"formula": "C9H13N2", "method": "ωB97M-V/def2-TZVPD", "smiles": "CC1=[NH+][C@]2(C)C=CC=C[C@@H]2N1", "lumo_ev": -3.61, "total_charge": 1, "homo_lumo_gap_ev": 9.0, "e_homo_ev": -12.65, "elements": ["C", "C", "N", "C", "C", "C", "C", "C", "C", "C", "N", "H", "H", "H", "H", "H", "H", "H", "H", "H", "H", "H", "H", "H"], "xyz": [[0.2810, 2.1914, -2.1287], [0.2140, 1.0246, -1.1870], [-0.4371, 1.1599, -0.0388], [-0.5482, -0.0743, 0.6853], [-1.9762, -0.7412, 0.7899], [0.1591, -0.0513, 2.0262], [1.3037, -0.7283, 2.2105], [1.8701, -1.6623, 1.2511], [1.2844, -1.9128, 0.0624], [0.1128, -1.0767, -0.4073], [0.5803, -0.2115, -1.4606], [-0.2157, 3.1022, -1.7757], [-0.1069, 2.0931, -3.0932], [1.2774, 2.5788, -2.0346], [-1.0527, 1.8714, 0.2554], [-2.6658, -0.4709, -0.1425], [-2.4807, -0.3070, 1.6103], [-1.9077, -1.7345, 0.9165], [-0.3613, 0.4964, 2.6831], [1.8068, -0.7410, 3.0532], [2.6289, -2.1860, 1.7863], [1.6218, -2.6673, -0.6510], [-0.8396, -1.5847, -0.8838], [1.5053, -0.3455, -1.8400]], "mulliken_charge": [-1.25, 0.36, -0.02, 0.91, -1.54, -1.05, -0.44, -0.17, -1.07, 0.06, -0.12, 0.36, 0.37, 0.35, 0.30, 0.35, 0.44, 0.46, 0.52, 0.59, 0.40, 0.47, 0.35, 0.38]}

--- x ---
{"formula": "C9H13N2", "method": "ωB97M-V/def2-TZVPD", "lumo_ev": -4.63, "total_charge": 1, "homo_lumo_gap_ev": 8.4, "e_homo_ev": -13.06, "elements": ["C", "C", "C", "C", "C", "C", "C", "C", "C", "N", "N", "H", "H", "H", "H", "H", "H", "H", "H", "H", "H", "H", "H", "H"], "xyz": [[1.1779, -1.9870, 0.0787], [2.2470, -1.7512, -1.0297], [-0.3234, -1.9691, 0.0053], [2.1657, -0.7614, -0.1678], [-1.2741, 0.4432, -0.6376], [2.0803, 0.6561, 0.2320], [0.6405, 0.9602, 0.7340], [-2.6517, -1.3221, 0.0381], [-0.3190, 2.5170, -0.7153], [-1.2233, -0.9715, -0.1453], [-0.3499, 1.2200, -0.1940], [1.5241, -2.7013, 0.8824], [2.8938, -2.3950, -1.6740], [-0.7886, -2.9375, 0.0841], [2.6226, 0.8633, 1.1936], [2.3730, 1.4172, -0.5316], [0.3531, 0.2753, 1.5208], [0.7844, 1.9700, 1.3321], [-3.3108, -0.3442, -0.1251], [-3.0162, -2.1004, -0.6457], [-2.8643, -1.8411, 1.0070], [0.7355, 2.7927, -0.9940], [-0.9207, 2.6301, -1.6000], [-0.5800, 3.1612, 0.0379]], "mulliken_charge": [-0.62, -0.49, 0.14, 0.19, -0.39, -0.20, -1.21, -0.91, -1.01, 0.22, 0.38, 0.42, 0.36, 0.50, 0.30, 0.30, 0.50, 0.43, 0.27, 0.35, 0.38, 0.30, 0.32, 0.45]}

Stability, highest: w

--- w ---
{"formula": "C3H3N5", "method": "ωB97M-V/def2-TZVPD", "smiles": "c1n[nH]n2cnnc12", "lumo_ev": 0.62, "total_charge": 0, "homo_lumo_gap_ev": 9.8, "e_homo_ev": -9.21, "elements": ["C", "N", "N", "N", "C", "N", "N", "C", "H", "H", "H"], "xyz": [[-0.9778, -1.4701, -0.0856], [-0.6301, -1.3308, -1.2978], [0.1211, -0.1954, -1.4356], [0.1030, 0.4324, -0.2196], [0.8255, 1.3782, 0.4054], [0.8119, 1.1870, 1.6903], [-0.0604, 0.0738, 2.0067], [-0.4683, -0.2767, 0.7305], [-1.4799, -2.1992, 0.4831], [0.2466, 0.2948, -2.3534], [1.5084, 2.1059, 0.0761]], "mulliken_charge": [-0.18, -0.55, -0.17, 0.29, 0.01, -0.35, -0.44, 0.28, 0.42, 0.27, 0.43]}

--- x ---
{"formula": "C3H3N5", "method": "ωB97M-V/def2-TZVPD", "smiles": "[H]/N=c1\\cnnncn1", "lumo_ev": -1.51, "total_charge": 0, "homo_lumo_gap_ev": 7.9, "e_homo_ev": -9.45, "elements": ["H", "N", "C", "C", "N", "N", "N", "C", "N", "H", "H"], "xyz": [[-2.7320, -0.7051, 1.0043], [-2.3393, 0.2246, 0.4911], [-1.0694, 0.1260, 0.1124], [-0.5890, -1.0418, -0.4232], [0.7372, -1.3087, -0.5375], [1.5219, -0.7628, 0.5273], [1.4860, 0.3905, 0.6599], [0.9193, 1.2855, -0.2883], [-0.3734, 1.1442, -0.5569], [-1.5467, -1.5164, -0.8787], [1.4863, 2.1876, -0.6192]], "mulliken_charge": [0.29, -0.65, 0.30, 0.21, -0.39, -0.05, -0.18, 0.14, -0.36, 0.31, 0.37]}

--- y ---
{"formula": "C3H3N5", "method": "ωB97M-V/def2-TZVPD", "smiles": "[H]/N=c1\\ncncnn1", "lumo_ev": -1.47, "total_charge": 0, "homo_lumo_gap_ev": 8.0, "e_homo_ev": -9.44, "elements": ["H", "N", "C", "N", "C", "N", "C", "N", "N", "H", "H"], "xyz": [[1.8312, 2.2695, -0.3316], [0.9317, 1.9704, 0.4761], [0.0354, 1.2941, 0.0540], [0.4532, 0.4655, -1.0286], [0.6778, -0.7580, -0.8906], [0.1967, -1.5169, 0.1444], [-0.8596, -1.2777, 0.7443], [-1.7745, -0.0683, 0.7647], [-1.3796, 1.1249, 0.4815], [1.2614, -1.3259, -1.7293], [-1.3736, -2.1775, 1.3152]], "mulliken_charge": [0.36, -0.55, 0.55, -0.54, 0.23, -0.42, 0.09, -0.22, -0.11, 0.32, 0.31]}

--- z ---
{"formula": "C3H3N5", "method": "ωB97M-V/def2-TZVPD", "smiles": "C1=NCc2nnnn21", "lumo_ev": -0.03, "total_charge": 0, "homo_lumo_gap_ev": 10.6, "e_homo_ev": -10.63, "elements": ["C", "N", "C", "C", "N", "N", "N", "N", "H", "H", "H"], "xyz": [[-0.9342, -1.1950, -0.0864], [-1.7981, -0.1821, 0.0739], [-0.9274, 0.9833, 0.0412], [0.4911, 0.5319, -0.0743], [1.7405, 1.0920, -0.0850], [2.4356, -0.1001, 0.1020], [1.8489, -1.1890, 0.0323], [0.4390, -0.8186, -0.0711], [-1.1171, -2.1821, -0.0458], [-1.0644, 1.6358, -0.8557], [-1.1138, 1.4240, 0.9690]], "mulliken_charge": [-0.08, -0.46, -0.20, 0.29, -0.42, -0.12, -0.37, 0.35, 0.45, 0.28, 0.29]}

Stability, highest: z

--- w ---
{"formula": "C3H9N2O2S", "method": "ωB97M-V/def2-TZVPD", "lumo_ev": [0.60, -2.62], "total_charge": 0, "multiplicity": 2, "homo_lumo_gap_ev": [10.4, 6.9], "s_squared": 0.7529, "e_homo_ev": [-9.79, -9.56], "elements": ["C", "C", "S", "N", "C", "N", "O", "H", "H", "H", "H", "H", "H", "H", "H", "H", "O"], "xyz": [[-0.4375, 0.1131, 0.9138], [0.7867, 0.3327, 1.8187], [1.0077, -1.3070, 2.6660], [-0.5714, 1.1362, -0.1114], [-1.1458, 1.0099, -1.3561], [-1.5622, -0.2778, -1.7554], [-1.4060, 1.9923, -2.0181], [-0.4210, -0.9004, 0.5319], [-1.3290, 0.0332, 1.5537], [1.6826, 0.3682, 1.2092], [0.6393, 1.0973, 2.5696], [-0.4448, 2.0838, 0.2131], [-0.8813, -0.9755, -1.5098], [-1.6764, -0.3150, -2.7645], [1.6276, -0.7938, -0.4233], [2.0982, -2.1954, -0.5203], [2.0332, -1.4019, -1.0173]], "mulliken_charge": [-0.89, -0.62, -0.09, -0.03, 0.45, -0.49, -0.63, 0.36, 0.35, 0.45, 0.37, 0.22, 0.26, 0.30, 0.28, 0.33, -0.65]}

--- x ---
{"formula": "C3H9N2O2S", "method": "ωB97M-V/def2-TZVPD", "lumo_ev": [-2.40, -3.20], "total_charge": 0, "multiplicity": 2, "homo_lumo_gap_ev": [6.3, 5.4], "s_squared": 1.7809, "e_homo_ev": [-8.67, -8.63], "elements": ["N", "C", "C", "S", "C", "N", "O", "H", "H", "H", "H", "H", "H", "H", "H", "H", "O"], "xyz": [[0.3909, 1.2367, -1.2403], [1.1743, 0.0358, -1.0634], [1.4858, -0.3475, 0.4143], [2.2261, -1.9371, 0.5524], [-3.1118, -0.5822, 0.0162], [-3.9443, -0.0196, 0.9207], [-2.3627, 0.0605, -0.7036], [-0.6008, 1.0772, -1.1137], [2.1490, 0.2155, -1.5299], [0.7464, -0.7965, -1.6239], [2.2233, 0.3849, 0.7554], [0.5996, -0.1666, 1.0286], [-2.9942, -1.6809, 0.0111], [-4.5420, -0.7443, 1.3181], [0.8356, 3.4610, 0.9898], [0.7412, 2.0206, -0.6551], [1.4108, 2.7862, 0.5842]], "mulliken_charge": [-0.49, -0.62, -0.49, -0.10, 0.18, -0.39, -0.46, 0.31, 0.30, 0.44, 0.29, 0.28, 0.32, 0.29, 0.29, 0.36, -0.52]}

Stability, highest: w